Here is a cluster of 9 separate species, C12H42O9 in total at a distorted geometry from the Open Molecules 2025 dataset. Energies are from ωB97M-V/def2-TZVPD.

Summary:
M, Da: 330.46
HOMO energy, Eh: -0.3543
Maximum force, eV/Å: 3.21
Charge: 0
Energy relative to the best compared isomer or geometry (same formula, charge and spin), kJ/mol: 226.7
SMILES string: CCO.CCO.CCO.CCO.CCO.CCO.O.O.O

Each line ends with the Löwdin charge.
Atoms and positions in Å:
O  1.526  5.476  -1.359  -0.07
H  1.572  6.196  -2.019  0.05
H  1.484  4.700  -1.934  0.00
O  -2.151  2.072  -0.362  -0.05
H  -1.191  2.201  -0.244  0.02
H  -2.541  2.635  0.314  0.05
O  -0.986  3.998  2.086  -0.06
H  -0.379  3.321  1.743  0.00
H  -0.617  4.837  1.798  0.04
C  1.855  -0.480  -3.050  -0.10
C  2.813  -1.577  -3.275  -0.35
O  2.769  -2.630  -2.346  -0.08
H  1.926  -0.168  -1.974  0.08
H  0.885  -0.945  -3.170  0.09
H  2.041  0.362  -3.708  0.08
H  3.848  -1.084  -3.323  0.13
H  2.686  -2.034  -4.254  0.12
H  2.947  -2.388  -1.404  0.10
C  3.951  2.856  -0.698  -0.07
C  3.357  2.628  -2.058  -0.24
O  1.866  2.717  -2.011  -0.14
H  5.036  2.759  -0.711  0.08
H  3.539  2.185  0.040  0.07
H  3.711  3.872  -0.371  0.08
H  3.592  1.642  -2.526  0.10
H  3.588  3.453  -2.770  0.12
H  1.526  1.969  -2.530  0.06
C  -0.033  0.109  1.971  -0.07
C  0.506  0.468  0.634  -0.30
O  0.535  1.898  0.454  -0.12
H  -1.015  0.609  2.057  0.09
H  0.677  0.389  2.757  0.09
H  -0.090  -0.957  1.993  0.05
H  -0.203  0.077  -0.097  0.09
H  1.522  0.122  0.372  0.11
H  1.133  2.194  -0.241  0.05
C  -4.476  0.090  2.491  -0.08
C  -3.871  -0.810  3.500  -0.32
O  -3.718  -0.249  4.832  -0.10
H  -5.493  0.282  2.740  0.07
H  -4.367  -0.228  1.478  0.05
H  -3.906  1.032  2.520  0.09
H  -2.834  -1.126  3.289  0.10
H  -4.432  -1.762  3.675  0.12
H  -4.572  0.127  5.079  0.07
C  0.597  -3.882  -0.109  -0.07
C  1.702  -3.934  0.932  -0.31
O  1.893  -2.597  1.396  -0.08
H  0.381  -4.849  -0.572  0.09
H  0.961  -3.240  -0.871  0.03
H  -0.250  -3.370  0.346  0.06
H  2.580  -4.399  0.490  0.11
H  1.470  -4.572  1.790  0.11
H  2.633  -2.611  1.995  0.08
C  -3.326  -2.883  -0.445  -0.07
C  -2.419  -1.595  -0.587  -0.32
O  -3.212  -0.442  -0.867  -0.10
H  -4.034  -2.794  0.445  0.08
H  -2.747  -3.803  -0.302  0.06
H  -4.011  -2.937  -1.269  0.05
H  -1.697  -1.794  -1.439  0.11
H  -1.856  -1.480  0.341  0.07
H  -2.684  0.343  -0.659  0.02

=====

Here is a structure of composition C18H37Br12INO5S2 from the Open Molecules 2025 dataset. Energies are from ωB97M-V/def2-TZVPD.

Summary:
M, Da: 1497.38
HOMO energy, Eh: -0.2088
Maximum force, eV/Å: 0.63
Charge: -1

Each line ends with the Löwdin charge.
Atoms and positions in Å:
C  5.898  -2.820  2.583  -0.05
C  6.072  -3.082  1.086  -0.46
O  7.442  -2.868  0.687  -0.06
C  5.722  -4.508  0.688  -0.20
S  4.633  -4.595  -0.743  0.51
O  4.768  -5.921  -1.296  -0.33
O  4.996  -3.499  -1.624  -0.35
N  3.234  -4.276  -0.032  -0.34
S  2.018  -5.295  -0.236  0.49
O  1.627  -5.480  -1.619  -0.34
O  2.125  -6.500  0.558  -0.35
C  0.711  -4.310  0.493  -0.26
C  0.523  -2.981  -0.255  -0.34
C  0.115  -1.817  0.669  -0.62
I  -1.600  -0.764  -0.105  0.78
H  6.520  -1.971  2.881  0.07
H  6.170  -3.685  3.194  0.08
H  4.854  -2.568  2.791  0.08
H  5.445  -2.376  0.534  0.12
H  7.595  -1.920  0.711  0.07
H  5.152  -4.992  1.481  0.10
H  6.620  -5.096  0.491  0.11
H  0.909  -4.186  1.558  0.09
H  -0.173  -4.933  0.341  0.10
H  1.441  -2.705  -0.776  0.09
H  -0.227  -3.130  -1.032  0.07
H  -0.123  -2.133  1.681  0.04
H  0.867  -1.031  0.666  -0.09
Br  6.071  0.510  -1.690  0.59
C  6.202  -0.609  -3.271  -0.67
C  7.531  -0.469  -3.958  -0.69
Br  7.686  1.204  -4.952  0.57
H  5.369  -0.340  -3.912  0.06
H  6.070  -1.626  -2.902  0.04
H  7.658  -1.258  -4.695  0.06
H  8.359  -0.487  -3.257  0.05
Br  -4.701  1.722  1.548  0.61
C  -5.379  0.130  0.654  -0.71
C  -6.423  -0.585  1.463  -0.69
Br  -5.653  -1.565  2.958  0.63
H  -4.515  -0.494  0.441  -0.03
H  -5.809  0.485  -0.279  -0.01
H  -6.921  -1.332  0.847  0.06
H  -7.158  0.094  1.887  -0.01
Br  -6.597  -0.464  -2.830  0.65
C  -7.742  1.104  -2.729  -0.69
C  -9.069  0.797  -2.088  -0.70
Br  -10.246  -0.187  -3.283  0.61
H  -7.846  1.479  -3.742  0.05
H  -7.195  1.829  -2.128  0.06
H  -9.595  1.718  -1.849  0.06
H  -8.963  0.195  -1.191  0.04
Br  2.504  0.624  -0.174  0.70
C  2.084  2.358  -0.942  -0.67
C  1.588  3.338  0.088  -0.71
Br  -0.243  2.976  0.635  0.57
H  1.360  2.181  -1.732  0.06
H  3.017  2.716  -1.375  0.05
H  1.570  4.339  -0.333  -0.02
H  2.190  3.325  0.992  0.05
Br  -7.955  2.198  3.724  0.61
C  -6.421  1.791  4.850  -0.71
C  -6.611  2.292  6.256  -0.70
Br  -6.407  4.223  6.381  0.60
H  -5.557  2.227  4.361  0.01
H  -6.330  0.706  4.840  0.02
H  -5.847  1.873  6.908  0.06
H  -7.595  2.059  6.649  0.05
Br  2.528  6.318  -2.120  0.65
C  1.161  7.667  -2.416  -0.69
C  -0.176  7.228  -1.879  -0.70
Br  -1.000  5.876  -3.006  0.61
H  1.136  7.854  -3.485  0.05
H  1.507  8.558  -1.896  0.06
H  -0.870  8.065  -1.862  0.06
H  -0.100  6.797  -0.885  0.05